{
  "formula": "C21H26N2O4S",
  "method": "the ωB97M-V functional and the def2-TZVPD basis",
  "homo_ev": -8.41,
  "e_lumo_ev": -0.10,
  "orbital_gap_ev": 8.31,
  "smiles": "CCN(CC)CCCN1C(=O)C(O)=C(C(=O)c2ccc(C)o2)[C@@H]1c1cccs1",
  "elements": ["C", "C", "N", "C", "C", "C", "C", "C", "N", "C", "O", "C", "O", "C", "C", "O", "C", "C", "C", "C", "C", "O", "C", "C", "C", "C", "C", "S", "H", "H", "H", "H", "H", "H", "H", "H", "H", "H", "H", "H", "H", "H", "H", "H", "H", "H", "H", "H", "H", "H", "H", "H", "H", "H"],
  "coordinates": [[-6.094, -0.126, -0.946], [-5.230, -0.551, 0.237], [-3.854, -0.782, -0.169], [-3.642, -2.092, -0.764], [-2.505, -2.061, -1.781], [-2.890, -0.465, 0.869], [-2.547, 1.027, 0.850], [-1.326, 1.341, 1.715], [-0.157, 0.611, 1.295], [0.476, -0.310, 2.041], [0.204, -0.713, 3.158], [1.626, -0.806, 1.231], [2.379, -1.775, 1.747], [1.636, -0.174, 0.041], [2.482, -0.318, -1.149], [2.056, -0.054, -2.264], [3.848, -0.769, -0.935], [4.788, -1.176, -1.857], [5.949, -1.478, -1.126], [5.651, -1.227, 0.190], [6.474, -1.351, 1.419], [4.390, -0.798, 0.305], [0.471, 0.794, 0.002], [0.928, 2.200, -0.216], [0.614, 3.040, -1.237], [1.251, 4.296, -1.129], [2.035, 4.389, -0.027], [2.025, 2.943, 0.903], [-5.662, 0.752, -1.418], [-7.099, 0.112, -0.606], [-6.161, -0.916, -1.690], [-5.666, -1.443, 0.719], [-5.235, 0.256, 0.973], [-3.440, -2.860, 0.003], [-4.559, -2.378, -1.283], [-1.547, -1.861, -1.307], [-2.693, -1.284, -2.517], [-2.436, -3.019, -2.290], [-3.247, -0.755, 1.872], [-1.978, -1.032, 0.675], [-3.388, 1.616, 1.215], [-2.359, 1.323, -0.183], [-1.510, 1.049, 2.752], [-1.112, 2.415, 1.679], [2.009, -1.968, 2.630], [4.637, -1.247, -2.915], [6.883, -1.833, -1.513], [7.462, -1.724, 1.169], [5.997, -2.033, 2.121], [6.569, -0.382, 1.909], [-0.214, 0.525, -0.814], [-0.039, 2.767, -2.046], [1.126, 5.091, -1.842], [2.626, 5.220, 0.304]],
  "forces_ev_per_a": [[0.0816, -0.0741, 0.2934], [-0.1118, 0.0904, -0.2268], [-0.0356, -0.0854, 0.0809], [0.1687, 0.0408, -0.1793], [-0.2415, -0.1151, 0.1693], [-0.0006, 0.3510, -0.1434], [0.2618, -0.3020, 0.2391], [-0.3730, 0.1675, 0.1354], [0.0313, -0.0009, -0.0424], [-0.0336, -0.0712, 0.1390], [0.0430, -0.1158, 0.1145], [0.0094, 0.1080, -0.4221], [-0.1650, 0.0279, 0.1362], [-0.2762, -0.2387, 0.4615], [0.0100, -0.0145, 0.0821], [0.0910, -0.0820, 0.2570], [0.6585, -0.2597, -1.3314], [-0.7743, 0.2715, 0.4866], [-0.0467, 0.0904, 0.5999], [0.6798, -0.2695, -0.5114], [-0.3593, 0.1126, -0.0014], [-0.0661, 0.1590, 0.3236], [0.1663, -0.1314, -0.2591], [0.0846, 0.2354, 0.1717], [-0.0110, -0.2836, 0.2159], [0.1332, 0.2324, 0.0629], [0.0499, -0.2129, 0.2125], [-0.2605, 0.0939, -0.4383], [0.0265, 0.0932, -0.0602], [-0.1602, 0.0048, -0.0346], [-0.0392, -0.0671, -0.1118], [0.0567, 0.0804, 0.0687], [-0.0129, -0.0591, 0.0508], [-0.1050, 0.0245, -0.0342], [-0.0054, -0.0478, 0.0591], [0.1436, 0.0218, 0.0245], [-0.0051, 0.0744, -0.0910], [0.1021, -0.1117, -0.0711], [0.0586, -0.0633, -0.0334], [0.0014, -0.0345, 0.0450], [-0.0386, 0.0848, -0.0376], [-0.0503, 0.0311, -0.0545], [0.0512, 0.1034, -0.0517], [0.0208, -0.0909, 0.0779], [-0.0501, 0.0776, -0.1258], [-0.1046, 0.0185, -0.2137], [0.2234, -0.0772, 0.0021], [0.0356, -0.0144, -0.0168], [0.0382, -0.0575, 0.0789], [0.0632, 0.0386, 0.0586], [0.0620, 0.0036, 0.0818], [-0.1404, -0.1307, -0.1538], [0.0093, 0.1650, -0.1038], [0.1057, 0.2086, 0.0208]],
  "nbo_charge": [-0.61, -0.21, -0.46, -0.21, -0.61, -0.22, -0.41, -0.22, -0.40, 0.61, -0.63, 0.30, -0.63, -0.19, 0.50, -0.54, 0.13, -0.20, -0.33, 0.34, -0.66, -0.38, -0.08, -0.20, -0.23, -0.26, -0.40, 0.43, 0.21, 0.21, 0.20, 0.17, 0.19, 0.17, 0.19, 0.20, 0.21, 0.21, 0.18, 0.20, 0.21, 0.21, 0.23, 0.21, 0.51, 0.24, 0.23, 0.23, 0.23, 0.23, 0.24, 0.23, 0.23, 0.24]
}


{
  "formula": "C21H26N2O5",
  "method": "the ωB97M-V functional and the def2-TZVPD basis",
  "homo_ev": -7.91,
  "e_lumo_ev": 0.68,
  "orbital_gap_ev": 8.60,
  "smiles": "COc1ccc(CCNC(=O)CCN2C(=O)[C@H]3CC=CC[C@H]3C2=O)cc1OC",
  "elements": ["C", "O", "C", "C", "C", "C", "C", "C", "N", "C", "O", "C", "C", "N", "C", "O", "C", "C", "C", "C", "C", "C", "C", "O", "C", "C", "O", "C", "H", "H", "H", "H", "H", "H", "H", "H", "H", "H", "H", "H", "H", "H", "H", "H", "H", "H", "H", "H", "H", "H", "H", "H", "H", "H"],
  "coordinates": [[-0.965, -0.595, 6.451], [-1.488, -0.623, 5.148], [-1.079, 0.334, 4.267], [-0.159, 1.329, 4.538], [0.207, 2.243, 3.557], [-0.365, 2.198, 2.301], [0.057, 3.159, 1.220], [0.415, 2.423, -0.080], [1.218, 1.254, 0.186], [0.821, 0.008, -0.105], [-0.237, -0.248, -0.656], [1.834, -1.077, 0.238], [2.890, -1.138, -0.876], [2.232, -1.157, -2.164], [1.640, -2.291, -2.685], [1.772, -3.393, -2.225], [0.821, -1.872, -3.888], [-0.664, -2.205, -3.626], [-1.512, -1.472, -4.616], [-1.296, -0.176, -4.780], [-0.228, 0.469, -3.956], [1.068, -0.368, -4.034], [1.967, -0.007, -2.872], [2.395, 1.081, -2.578], [-1.312, 1.213, 2.031], [-1.657, 0.268, 2.978], [-2.524, -0.757, 2.768], [-3.022, -0.946, 1.464], [-1.436, -1.426, 6.974], [-1.211, 0.341, 6.965], [0.121, -0.735, 6.455], [0.299, 1.401, 5.512], [0.945, 2.997, 3.792], [-0.746, 3.867, 1.006], [0.921, 3.729, 1.567], [-0.484, 2.070, -0.587], [0.957, 3.088, -0.759], [2.109, 1.402, 0.631], [2.309, -0.882, 1.198], [1.307, -2.031, 0.281], [3.492, -2.045, -0.782], [3.533, -0.254, -0.859], [1.152, -2.428, -4.769], [-0.810, -3.283, -3.672], [-0.915, -1.865, -2.616], [-2.263, -2.015, -5.167], [-1.857, 0.429, -5.474], [-0.022, 1.491, -4.270], [-0.551, 0.489, -2.910], [1.579, -0.134, -4.972], [-1.767, 1.179, 1.056], [-2.215, -1.017, 0.728], [-3.704, -0.138, 1.176], [-3.573, -1.885, 1.494]],
  "forces_ev_per_a": [[0.0997, 0.0221, 0.1998], [-0.0852, 0.1080, -0.4287], [-0.0750, -0.1089, 0.0320], [-0.1229, -0.2794, 0.1930], [-0.0610, 0.0987, -0.2634], [0.1215, 0.2104, 0.2362], [-0.0553, -0.1682, -0.0903], [-0.0839, 0.1824, -0.0438], [0.1127, 0.3375, 0.1106], [0.5795, -0.2097, 0.4817], [-0.4436, -0.1898, -0.2521], [-0.1055, -0.0211, -0.2226], [0.0847, -0.0559, 0.1500], [0.3383, -0.0647, 0.3248], [0.0255, 0.1295, -0.3814], [-0.0445, -0.2535, 0.1680], [-0.1607, -0.1996, -0.0077], [0.1148, -0.0676, -0.0315], [-0.0595, -0.0989, -0.0332], [-0.0227, 0.1140, -0.0660], [0.1201, 0.0277, -0.0200], [-0.1103, 0.2184, -0.0492], [0.0635, -0.0456, -0.3941], [0.0161, 0.2342, -0.0422], [-0.1572, -0.1367, 0.1246], [-0.0601, -0.1098, 0.0655], [0.2370, 0.1801, 0.4013], [-0.0753, -0.0451, -0.2932], [0.0589, 0.0680, 0.0078], [0.0236, -0.0306, -0.0274], [-0.0427, 0.0237, -0.0031], [0.0082, -0.0544, 0.1147], [0.0811, 0.0840, -0.0050], [0.0626, 0.0964, -0.0241], [-0.0315, 0.0614, 0.0188], [0.1144, 0.0701, 0.0005], [-0.1243, -0.0556, -0.0149], [-0.0226, -0.1790, -0.0272], [0.0258, -0.0180, 0.0469], [-0.0095, 0.1051, 0.0485], [-0.0325, 0.1381, -0.0003], [-0.0337, -0.1481, -0.0243], [0.0339, 0.0308, 0.1159], [0.0074, 0.0234, 0.0721], [0.0018, -0.0886, 0.0548], [-0.1585, 0.0054, -0.1275], [-0.1577, 0.0061, -0.1319], [-0.0013, -0.0053, 0.0649], [0.0275, 0.1062, -0.0025], [0.0262, -0.0220, 0.1179], [-0.0502, -0.1058, -0.1591], [-0.0314, 0.0239, 0.0411], [0.0325, -0.0148, 0.0071], [0.0011, 0.0712, -0.0315]],
  "nbo_charge": [-0.25, -0.48, 0.24, -0.29, -0.23, -0.02, -0.43, -0.23, -0.60, 0.71, -0.68, -0.51, -0.22, -0.49, 0.72, -0.58, -0.31, -0.44, -0.18, -0.19, -0.45, -0.30, 0.73, -0.59, -0.32, 0.35, -0.50, -0.26, 0.20, 0.17, 0.17, 0.22, 0.21, 0.22, 0.20, 0.23, 0.21, 0.40, 0.22, 0.25, 0.23, 0.23, 0.24, 0.23, 0.24, 0.21, 0.21, 0.23, 0.25, 0.24, 0.23, 0.20, 0.17, 0.20]
}


{
  "formula": "C21H26N2O6",
  "method": "the ωB97M-V functional and the def2-TZVPD basis",
  "homo_ev": -8.26,
  "e_lumo_ev": -0.30,
  "orbital_gap_ev": 7.96,
  "smiles": "COc1ccc(C(=O)NC[C@H](O)COc2ccc(C(C)(C)C)cc2)cc1[N+](=O)[O-]",
  "elements": ["C", "O", "C", "C", "C", "C", "C", "O", "N", "C", "C", "O", "C", "O", "C", "C", "C", "C", "C", "C", "C", "C", "C", "C", "C", "C", "N", "O", "O", "H", "H", "H", "H", "H", "H", "H", "H", "H", "H", "H", "H", "H", "H", "H", "H", "H", "H", "H", "H", "H", "H", "H", "H", "H", "H"],
  "coordinates": [[-5.302, -3.286, 0.817], [-4.687, -2.049, 0.542], [-3.428, -2.019, 0.091], [-2.639, -3.149, -0.137], [-1.332, -3.032, -0.564], [-0.751, -1.784, -0.776], [0.646, -1.622, -1.287], [0.958, -0.744, -2.064], [1.511, -2.547, -0.818], [2.902, -2.607, -1.187], [3.800, -2.792, 0.057], [3.250, -3.770, 0.913], [4.018, -1.491, 0.846], [2.799, -1.046, 1.400], [2.177, 0.094, 0.937], [1.019, 0.450, 1.620], [0.324, 1.596, 1.288], [0.752, 2.427, 0.258], [0.021, 3.701, -0.135], [-1.001, 4.131, 0.920], [1.029, 4.845, -0.316], [-0.718, 3.447, -1.456], [1.887, 2.033, -0.440], [2.599, 0.894, -0.113], [-1.523, -0.651, -0.570], [-2.838, -0.759, -0.143], [-3.591, 0.454, 0.041], [-4.794, 0.416, -0.064], [-2.954, 1.461, 0.278], [-6.302, -3.037, 1.169], [-5.379, -3.903, -0.082], [-4.768, -3.835, 1.598], [-3.054, -4.133, 0.012], [-0.772, -3.935, -0.760], [1.210, -3.241, -0.152], [3.145, -1.686, -1.721], [3.063, -3.459, -1.858], [4.775, -3.169, -0.274], [2.710, -3.301, 1.563], [4.680, -1.713, 1.693], [4.499, -0.738, 0.221], [0.680, -0.185, 2.425], [-0.569, 1.830, 1.843], [-1.805, 3.405, 0.998], [-0.528, 4.256, 1.891], [-1.441, 5.083, 0.630], [1.681, 4.678, -1.169], [0.500, 5.781, -0.481], [1.646, 4.951, 0.575], [-0.050, 3.032, -2.206], [-1.138, 4.375, -1.836], [-1.533, 2.747, -1.289], [2.242, 2.619, -1.273], [3.470, 0.654, -0.703], [-1.095, 0.325, -0.748]],
  "forces_ev_per_a": [[-0.0885, -0.3021, 0.0586], [0.1386, 0.1108, -0.0197], [0.1600, 0.1682, -0.0374], [-0.3315, 0.0033, 0.1159], [0.1110, 0.3228, -0.0091], [-0.2952, -0.0977, -0.0565], [-0.1788, -0.2152, 0.0701], [-0.0161, 0.2587, -0.1996], [0.1769, -0.3622, 0.1780], [0.2661, -0.1738, 0.0583], [-0.0668, 0.7135, -0.1958], [-0.2086, -0.2295, 0.2553], [0.3835, -0.4101, -0.2120], [-0.1246, 0.1451, 0.0580], [-0.2350, 0.1078, 0.2122], [0.2176, -0.2154, -0.0113], [0.0760, 0.0282, -0.0482], [0.0161, 0.0193, 0.0092], [-0.0810, 0.1827, -0.0833], [0.1465, -0.1251, -0.1511], [-0.1213, -0.1503, 0.0370], [0.0620, 0.0643, 0.1451], [-0.0775, 0.0001, 0.1281], [0.2913, -0.2236, 0.0604], [-0.1643, -0.0122, 0.0247], [0.5114, -0.9668, -0.1913], [-0.2983, 0.3865, 0.0395], [-0.2219, 0.0931, -0.1105], [0.1955, 0.3863, 0.1416], [0.0735, -0.0662, -0.0210], [0.0202, 0.0213, 0.0349], [-0.0131, 0.0156, -0.0422], [-0.0768, -0.0564, 0.0321], [0.0591, -0.0811, -0.0165], [-0.0797, 0.1767, -0.0697], [0.0325, -0.0882, -0.0186], [0.0516, 0.1363, 0.0036], [-0.0808, 0.1234, 0.0302], [0.0348, -0.0735, -0.0130], [-0.0608, 0.0590, -0.1527], [-0.0302, -0.0188, 0.0417], [-0.0266, -0.0681, 0.0994], [-0.1193, 0.0607, 0.0777], [-0.0941, -0.0249, 0.1080], [0.0148, 0.0324, 0.1491], [-0.0500, 0.0939, -0.0315], [0.1150, 0.0055, -0.0911], [-0.0554, 0.1031, -0.0462], [0.0866, 0.0495, 0.0782], [0.0688, -0.0197, -0.1167], [-0.0838, 0.1250, -0.0786], [-0.0890, -0.0958, -0.0631], [0.0270, 0.0898, -0.0986], [0.0316, -0.0580, -0.0419], [0.0010, 0.0522, -0.0202]],
  "nbo_charge": [-0.25, -0.46, 0.34, -0.31, -0.14, -0.17, 0.67, -0.62, -0.62, -0.25, 0.07, -0.72, -0.09, -0.55, 0.37, -0.28, -0.21, -0.04, -0.08, -0.61, -0.60, -0.60, -0.12, -0.33, -0.13, 0.02, 0.52, -0.35, -0.40, 0.21, 0.18, 0.18, 0.23, 0.22, 0.40, 0.23, 0.20, 0.19, 0.48, 0.20, 0.19, 0.22, 0.23, 0.23, 0.21, 0.21, 0.20, 0.21, 0.21, 0.21, 0.20, 0.22, 0.20, 0.21, 0.27]
}


{
  "formula": "C21H26N6O2",
  "method": "the ωB97M-V functional and the def2-TZVPD basis",
  "homo_ev": -7.92,
  "e_lumo_ev": -0.17,
  "orbital_gap_ev": 7.76,
  "elements": ["C", "C", "H", "H", "O", "C", "O", "N", "C", "H", "C", "N", "C", "N", "C", "N", "C", "N", "N", "C", "C", "H", "C", "H", "H", "C", "C", "C", "C", "C", "C", "C", "H", "H", "H", "H", "H", "H", "H", "C", "H", "H", "H", "C", "H", "C", "H", "H", "H", "H", "H", "H", "H", "H", "H"],
  "coordinates": [[-1.636, -3.792, -0.747], [-1.384, -2.713, 0.217], [-0.382, -2.164, 0.145], [-1.657, -3.132, 1.197], [-2.488, -1.851, -0.081], [-2.336, -0.861, -0.848], [-1.433, -0.938, -1.493], [-3.299, 0.181, -1.093], [-4.211, 0.390, 0.065], [-4.427, -0.645, 0.550], [-3.466, 1.393, 1.248], [-2.449, 2.043, 0.486], [-1.033, 1.356, 0.647], [-0.819, 0.706, 1.736], [0.383, 0.226, 1.897], [1.443, 0.696, 1.655], [1.354, 1.470, 0.624], [2.236, 2.242, -0.025], [1.835, 3.223, -1.081], [0.399, 3.061, -0.803], [0.015, 2.084, -0.003], [-0.296, 3.700, -1.424], [3.686, 2.245, 0.075], [3.821, 1.832, 1.210], [4.159, 3.274, -0.387], [4.309, 1.128, -1.005], [3.567, -0.406, -0.778], [4.054, -0.929, 0.172], [3.282, -2.319, 0.561], [2.269, -2.658, -0.211], [1.779, -1.649, -1.311], [2.393, -0.591, -1.628], [2.078, 0.145, -2.240], [0.862, -2.127, -1.854], [1.691, -3.618, -0.084], [3.770, -2.748, 1.253], [4.921, -0.823, 0.607], [5.304, 1.039, -0.598], [4.002, 1.515, -1.987], [0.395, -0.692, 3.164], [-0.353, -1.424, 3.328], [1.169, -1.434, 3.037], [0.665, -0.406, 4.055], [-2.836, 2.385, -0.631], [-3.838, 3.100, -0.531], [-2.833, 1.324, -1.700], [-1.998, 1.109, -2.226], [-3.683, 1.470, -2.329], [-2.044, 3.352, -1.120], [-4.217, 1.959, 1.776], [-2.912, 0.593, 1.920], [-5.016, 0.939, -0.258], [-1.324, -3.316, -1.920], [-2.622, -4.298, -0.700], [-0.846, -4.648, -0.529]],
  "forces_ev_per_a": [[3.9059, -2.2141, -3.8800], [-0.6039, 0.3508, 0.1675], [-1.5658, -0.9691, 0.2067], [0.6614, 0.6555, 0.1285], [-4.1873, -1.0180, 5.6131], [-6.5211, 2.6342, 1.6294], [10.6926, 1.5550, -8.2937], [-0.6794, -5.7219, 5.3009], [2.5570, -1.3956, 2.4902], [-0.0250, 2.0732, -1.0802], [0.5005, -5.5427, -0.8534], [6.2466, -4.7685, 11.4484], [-3.5431, 6.1596, -0.3190], [-3.2183, -1.0919, -2.8860], [-6.4855, -5.1505, 9.6425], [9.2532, 1.8773, -3.0987], [-2.1422, 6.7333, -5.6049], [2.5566, 1.9044, -2.0805], [-5.5680, -3.8075, 5.2831], [2.6707, 3.7960, -5.5047], [2.5143, -5.5716, 3.9143], [1.1734, -0.8134, 0.7776], [1.1840, -1.9059, -0.2570], [0.6746, 1.5217, -2.6792], [-1.4034, -2.3698, 2.1981], [-3.2453, -0.8988, 2.2839], [-2.3256, 12.0174, -10.2436], [-2.4760, -11.4994, 7.3656], [0.0100, 6.5411, -5.1768], [-2.0610, 0.7220, -1.7841], [-4.2604, -8.6243, 1.2919], [3.8988, 1.0091, 2.9807], [-0.8179, 2.1130, -2.2406], [1.5479, 1.5404, 0.8872], [0.6684, 1.2089, -0.2245], [2.7168, -3.8881, 5.0877], [4.2190, 1.2146, 2.4523], [0.7410, 0.0826, -1.1428], [1.1114, -0.0595, 0.1045], [0.2007, -3.3930, -5.2803], [-1.9309, 0.0398, -0.3100], [1.0392, -0.1879, -0.7023], [1.1491, 3.1650, 4.7151], [-1.3706, 9.7243, -11.2952], [2.0794, -2.1836, -0.5684], [-4.0815, 1.7092, 0.3644], [2.9193, -0.1339, -1.5177], [-0.1013, 1.3412, -1.5446], [-2.3424, -2.4347, 1.1939], [0.1080, 0.6127, 0.0054], [-1.4041, 2.0488, -0.8361], [-2.3818, 0.7263, -0.8148], [-1.3299, -1.7744, 3.4332], [0.5101, 0.8538, -0.0810], [-1.4382, 1.4870, -0.6660]],
  "nbo_charge": [-0.63, -0.11, 0.23, 0.20, -0.53, 0.90, -0.65, -0.45, -0.25, 0.24, -0.24, -0.49, 0.49, -0.53, 0.48, -0.47, 0.41, -0.23, -0.26, 0.00, -0.27, 0.22, -0.24, 0.23, 0.26, -0.42, 0.04, -0.23, -0.17, -0.24, -0.15, -0.27, 0.23, 0.22, 0.21, 0.18, 0.20, 0.21, 0.22, -0.66, 0.21, 0.21, 0.22, -0.16, 0.22, -0.28, 0.24, 0.20, 0.15, 0.21, 0.25, 0.18, 0.23, 0.23, 0.20]
}